(1)
Here is the molecule C4H6FNOS from the Open Molecules 2025 dataset. Energies are from ωB97M-V/def2-TZVPD.

Properties
**Energy**: -784.02444 Ha
**SMILES**: N[C@@]1(C(=O)S)C[C@@H]1F
**Energy above the lowest of the compared OMol25 structures with the same formula, charge and spin**: 34.9 kcal/mol
**Charge**: 0
**Kohn-Sham gap**: 10.2 eV

```
14
Properties=species:S:1:pos:R:3:forces:R:3
N -0.5669 -0.7651 1.3610 0.066 0.612 0.362
C -0.0077 -0.0256 0.2370 1.436 -1.044 0.764
C -0.9471 0.7476 -0.6152 -1.452 -1.048 -0.270
O -0.7137 1.4584 -1.5449 0.906 0.607 0.074
S -2.6164 0.2455 -0.2517 -1.040 0.567 -0.647
C 1.4304 0.4893 0.2411 0.307 -0.178 -0.221
C 1.1038 -0.7380 -0.5462 0.129 0.835 1.268
F 1.1198 -0.6274 -1.8775 -0.012 -0.087 -0.921
H -0.1450 -1.6816 1.5766 -0.251 0.997 -0.422
H -0.6546 -0.1914 2.2185 0.224 -0.622 -0.837
H -3.1541 0.9863 -1.3055 0.582 -0.576 0.946
H 1.5905 1.3408 -0.4007 -0.062 0.272 -0.037
H 2.0757 0.4569 1.1225 -0.486 -0.217 -0.189
H 1.4852 -1.6957 -0.2150 -0.348 -0.117 0.130
```
Positions in Å, forces in eV/Å.

***

(2)
Here is a structure of composition C34H42Cl3O3ReSe from the Open Molecules 2025 dataset. Energies are from ωB97M-V/def2-TZVPD.

Properties
**Energy**: -5406.59860 Ha
**Spin multiplicity**: 2
**<S²>**: 0.758
**Energy above the lowest of the compared OMol25 structures with the same formula, charge and spin**: 0.0 kcal/mol
**Charge**: +1
**Kohn-Sham gap (alpha / beta)**: 7.2 / 7.0 eV

```
84
Properties=species:S:1:pos:R:3:forces:R:3
Re -1.0873 -0.9207 -2.1516 0.990 -0.383 0.268
C -3.1567 2.8859 3.8290 0.001 0.008 0.021
C -1.9569 3.5143 3.1065 -0.004 -0.012 -0.006
C -2.1959 5.0183 2.9855 -0.006 0.023 0.008
C -0.6846 3.2900 3.9351 0.002 0.006 0.021
C -1.7909 2.8452 1.7439 0.011 -0.046 -0.029
C -1.5435 1.4743 1.6792 0.026 0.101 -0.046
C -1.3753 0.8861 0.4440 -0.120 0.143 -0.042
Se -1.1757 -1.0161 0.2689 0.005 -0.028 -0.157
C 0.7118 -1.3445 0.4084 0.092 -0.065 0.000
C 1.2775 -1.6558 1.6272 0.132 0.022 -0.032
C 2.6221 -2.0189 1.6723 -0.065 0.019 -0.043
C 3.3160 -2.0809 0.4647 -0.044 0.063 0.015
C 2.7635 -1.7920 -0.7866 -0.100 0.044 0.136
C 1.4170 -1.4122 -0.7845 0.007 0.077 -0.198
O 0.7735 -1.1000 -1.9728 0.357 -0.141 0.192
C 3.5842 -1.9097 -2.0732 -0.038 0.008 -0.004
C 2.9472 -2.9634 -2.9919 0.006 -0.005 -0.042
C 5.0200 -2.3538 -1.7869 0.023 -0.029 -0.001
C 3.6605 -0.5490 -2.7834 0.010 -0.010 0.023
C 3.2680 -2.3457 3.0165 -0.006 -0.008 -0.004
C 3.1589 -1.1224 3.9370 0.008 -0.001 0.018
C 4.7440 -2.7131 2.8724 0.019 -0.006 0.010
C 2.5301 -3.5324 3.6515 0.007 0.003 0.015
C -1.4747 1.6064 -0.7424 0.081 -0.035 -0.181
O -1.2822 0.9234 -1.9322 -0.276 0.427 0.137
C -1.7402 2.9768 -0.7253 0.043 -0.153 0.115
C -1.8891 3.5454 0.5433 0.048 -0.029 0.027
C -1.8619 3.8116 -2.0018 0.016 -0.049 0.000
C -3.0178 3.2769 -2.8604 0.002 0.026 -0.033
C -0.5429 3.7681 -2.7892 -0.012 0.010 0.013
C -2.1583 5.2782 -1.6869 -0.031 0.047 -0.007
H -3.2923 3.3565 4.8037 0.000 0.006 0.012
H -3.0154 1.8176 3.9957 0.004 -0.026 0.002
H -4.0750 3.0210 3.2558 -0.006 0.009 -0.016
H -2.2963 5.4468 3.9827 -0.001 0.001 0.014
H -3.1131 5.2438 2.4393 -0.021 -0.003 -0.010
H -1.3643 5.5244 2.4930 0.023 0.005 -0.009
H -0.7892 3.7665 4.9107 0.000 0.005 0.010
H 0.1882 3.7173 3.4395 0.003 0.012 -0.017
H -0.4911 2.2304 4.1059 0.000 -0.024 -0.001
H -1.4782 0.8768 2.5792 -0.016 -0.009 0.022
H 0.6806 -1.6160 2.5296 -0.010 -0.004 0.019
H 4.3525 -2.3755 0.4937 -0.020 -0.002 0.012
H 2.9162 -3.9369 -2.4997 0.006 -0.007 0.016
H 3.5473 -3.0642 -3.8976 0.002 -0.008 -0.012
H 1.9343 -2.6979 -3.2869 -0.008 0.019 0.004
H 5.0624 -3.3417 -1.3258 -0.012 -0.015 0.012
H 5.5496 -1.6465 -1.1473 0.009 0.023 0.001
H 5.5625 -2.4110 -2.7305 0.005 -0.002 -0.014
H 2.6825 -0.1817 -3.0811 -0.070 0.003 -0.005
H 4.2747 -0.6443 -3.6801 -0.001 0.002 -0.012
H 4.1266 0.1968 -2.1372 0.004 0.003 0.013
H 3.6677 -0.2591 3.5057 0.013 0.003 -0.016
H 3.6183 -1.3417 4.9016 0.008 -0.001 0.015
H 2.1205 -0.8448 4.1222 -0.024 0.000 0.000
H 5.3271 -1.8962 2.4444 0.005 0.020 -0.005
H 4.8848 -3.6013 2.2546 -0.007 -0.018 -0.009
H 5.1575 -2.9308 3.8571 0.003 -0.002 0.015
H 1.4792 -3.3057 3.8347 -0.023 0.006 0.002
H 2.9852 -3.7836 4.6102 0.007 -0.004 0.017
H 2.5791 -4.4135 3.0103 0.010 -0.007 -0.016
H -2.0899 4.6033 0.5914 -0.008 -0.020 0.020
H -2.8397 2.2575 -3.1962 0.019 -0.044 -0.004
H -3.1336 3.9022 -3.7469 -0.001 0.004 -0.007
H -3.9577 3.3034 -2.3065 -0.006 0.000 0.017
H -0.2804 2.7618 -3.1052 -0.006 -0.060 0.000
H 0.2773 4.1638 -2.1882 0.006 0.004 0.015
H -0.6333 4.3895 -3.6814 0.001 0.000 -0.012
H -3.1108 5.4064 -1.1703 -0.014 -0.013 0.015
H -2.2182 5.8316 -2.6239 -0.004 0.008 -0.013
H -1.3711 5.7357 -1.0865 0.025 0.010 -0.002
Cl -6.6857 -5.2797 -3.0513 0.003 0.004 0.001
C -5.1333 -4.5429 -2.9017 -0.025 0.044 0.000
C -5.0399 -3.1571 -2.9031 0.103 -0.181 0.019
C -3.7722 -2.6355 -2.7725 0.048 0.173 -0.052
Cl -3.4791 -0.8983 -2.8047 -0.914 -0.074 -0.173
C -2.6134 -3.3899 -2.6533 -0.080 -0.191 -0.040
O -1.4314 -2.7773 -2.5540 -0.119 0.122 -0.023
C -2.7511 -4.7805 -2.6611 -0.028 0.101 0.005
Cl -1.3506 -5.7649 -2.5153 -0.001 0.035 0.002
C -4.0067 -5.3494 -2.7825 -0.042 0.071 -0.008
H -5.9129 -2.5301 -3.0011 -0.020 0.002 -0.002
H -4.1090 -6.4249 -2.7852 -0.002 -0.008 0.001
```
Positions in Å, forces in eV/Å.

***

(3)
Here is a cluster of 5 separate species, C28H59IN2O7S in total from the Open Molecules 2025 dataset. Energies are from ωB97M-V/def2-TZVPD.

Properties
**Energy**: -2434.15949 Ha
**SMILES**: CCCCCCCCCCCC[C@H](I)OC(=O)CCCCSc1nnco1.CCO.CCO.CCO.CCO
**Energy above the lowest of the compared OMol25 structures with the same formula, charge and spin**: 61.2 kcal/mol
**Charge**: 0
**Kohn-Sham gap**: 9.7 eV

```
98
Properties=species:S:1:pos:R:3:forces:R:3
C 5.4592 -0.7850 -1.8243 0.679 -0.204 -0.192
C 6.8549 -0.0725 -1.5522 -0.568 0.181 -0.668
C 6.6899 1.4527 -1.1967 -0.537 -0.181 -0.018
C 5.7847 1.7223 0.0770 0.532 -0.070 -0.477
C 6.1482 0.8396 1.3237 -0.020 0.863 0.836
C 5.0365 0.8918 2.4569 -0.401 -0.145 -0.684
C 3.5798 0.5480 1.9210 -0.053 -0.131 0.804
C 2.8453 -0.5852 2.7566 -0.581 -0.006 -1.179
C 2.2381 -1.7184 1.8066 -0.124 -0.244 1.003
C 0.8048 -2.1553 2.3005 0.125 0.205 -0.512
C -0.3724 -1.2822 1.6784 0.109 -1.022 -0.110
C -1.5957 -2.2659 1.4285 -0.424 0.170 1.158
C -2.9932 -1.5460 1.6782 1.505 0.683 -0.988
I -3.6105 -2.0212 3.7070 0.010 0.346 -0.149
O -3.9604 -1.8100 0.6448 -0.859 0.309 1.319
C -5.0724 -2.5506 1.0696 -0.870 -1.852 -0.075
O -4.9806 -3.7524 1.0857 0.122 0.737 -0.153
C -6.4482 -1.9247 1.4633 1.096 1.556 -0.538
C -7.3601 -1.5495 0.2296 -0.481 -0.689 0.560
C -8.8031 -1.2169 0.8312 1.233 1.562 -0.190
C -9.5050 -0.0135 0.0556 -0.972 -1.691 -0.268
S -8.5356 1.4876 0.4796 -0.376 0.574 -0.204
C -9.4296 2.9878 0.0353 -0.500 -0.563 -1.013
N -9.9618 3.4268 -1.1171 1.098 -0.503 3.301
N -10.4701 4.6527 -0.7836 -0.178 1.815 2.063
C -10.2241 4.9390 0.5056 0.055 -1.919 -2.798
O -9.5590 3.8649 1.0729 -0.531 0.756 -0.789
H 4.9551 -1.1212 -0.8832 0.199 0.549 -0.760
H 5.6220 -1.7172 -2.4396 -0.087 0.889 0.651
H 4.8046 -0.1172 -2.4505 0.447 -0.570 0.823
H 7.4112 -0.1166 -2.5219 -0.253 -0.001 0.970
H 7.4549 -0.6332 -0.7889 -0.530 0.514 -0.689
H 6.1417 1.9132 -2.0685 0.604 -0.305 0.742
H 7.6772 1.9908 -1.1292 -0.832 -0.770 0.059
H 5.9381 2.8016 0.3533 -0.379 -0.920 -0.149
H 4.7180 1.6028 -0.2610 0.967 0.013 0.586
H 7.0729 1.2989 1.7817 -0.701 -0.593 -0.503
H 6.4186 -0.2185 1.0789 -0.511 0.850 0.022
H 5.2733 0.1733 3.2821 0.034 0.605 -0.690
H 4.9851 1.9152 2.9162 0.305 -0.863 -0.440
H 2.9644 1.4846 2.0223 0.498 -0.906 -0.440
H 3.5673 0.2232 0.8465 0.258 0.467 0.960
H 3.5321 -1.1030 3.4705 -0.590 0.683 -0.375
H 1.9784 -0.1118 3.2978 0.976 -0.555 -0.213
H 2.9146 -2.6121 1.8748 -0.541 0.753 -0.239
H 2.2045 -1.3996 0.7341 -0.019 -0.183 0.883
H 0.5943 -3.2202 2.0132 0.370 0.895 0.184
H 0.7905 -2.1224 3.4223 -0.136 -0.018 -0.931
H -0.6656 -0.4244 2.3442 0.285 -0.808 -0.631
H -0.0273 -0.8907 0.6853 -0.347 -0.089 0.929
H -1.5202 -3.0736 2.2093 -0.048 0.602 -1.027
H -1.5624 -2.7558 0.4261 -0.111 0.585 0.705
H -2.8058 -0.4364 1.6578 -0.457 -1.085 0.194
H -6.2248 -0.9630 2.0077 -0.363 -0.910 -0.329
H -6.9669 -2.6293 2.1527 0.559 0.416 -0.641
H -7.4312 -2.4389 -0.4553 0.090 0.956 0.482
H -6.9400 -0.6689 -0.3313 -0.399 -0.926 0.555
H -9.4583 -2.1181 0.8979 0.501 0.821 -0.159
H -8.5905 -0.8102 1.8646 -0.533 -0.696 -0.790
H -10.5657 -0.0039 0.4143 0.902 0.570 -0.173
H -9.5505 -0.2385 -1.0459 0.256 0.528 1.217
H -10.4805 5.8577 1.0676 0.357 -1.040 -0.428
C -10.2175 -1.7548 -5.0604 0.022 -0.103 -0.031
C -10.9225 -1.1813 -3.8467 0.212 0.182 -0.280
O -9.9806 -0.5794 -2.9614 -0.031 -0.076 -0.091
H -9.4780 -2.4986 -4.7572 -0.095 -0.012 0.020
H -10.9306 -2.2239 -5.7411 0.049 0.032 -0.022
H -9.6798 -0.9713 -5.6011 -0.112 0.008 -0.044
H -11.4398 -1.9690 -3.2979 0.089 0.107 0.123
H -11.6578 -0.4272 -4.1438 -0.108 -0.118 -0.032
H -9.5314 0.1235 -3.4470 -0.055 -0.041 0.096
C 12.0139 -0.7297 -1.3140 0.083 -0.037 0.025
C 10.5061 -0.7782 -1.1606 0.213 -0.043 -0.349
O 9.8777 -0.0013 -2.1751 -0.010 0.138 0.028
H 12.3712 0.3009 -1.2556 -0.065 -0.027 0.089
H 12.5051 -1.3178 -0.5356 0.031 0.006 -0.050
H 12.3157 -1.1174 -2.2904 0.029 -0.077 0.073
H 10.2061 -0.3701 -0.1941 -0.137 0.069 -0.128
H 10.1412 -1.8087 -1.2292 0.052 -0.048 0.183
H 10.1375 -0.3707 -3.0273 0.010 0.067 0.103
C 14.6872 1.1488 -5.2748 -0.036 0.107 -0.008
C 14.8335 0.2442 -4.0663 0.065 -0.115 -0.392
O 14.0625 -0.9418 -4.2350 -0.118 -0.073 0.150
H 13.6396 1.4158 -5.4278 0.046 0.024 0.087
H 15.2697 2.0640 -5.1509 -0.007 -0.024 -0.060
H 15.0233 0.6392 -6.1820 0.101 0.045 0.042
H 14.4773 0.7480 -3.1670 -0.066 -0.175 0.001
H 15.8810 -0.0352 -3.9140 0.039 0.164 0.081
H 14.3859 -1.3899 -5.0251 -0.057 0.035 0.102
C -10.3570 2.5678 4.9740 -0.109 0.002 0.062
C -8.9928 3.2253 5.0600 -0.092 -0.250 -0.358
O -7.9691 2.2908 4.7392 0.128 -0.005 0.079
H -10.4151 1.7174 5.6564 0.023 0.091 0.036
H -11.1494 3.2763 5.2254 -0.021 -0.047 -0.039
H -10.5370 2.1828 3.9663 -0.016 0.115 -0.020
H -8.8070 3.5892 6.0712 0.143 -0.078 -0.059
H -8.9256 4.0729 4.3695 -0.109 0.116 0.104
H -8.1326 1.9789 3.8400 0.048 0.049 0.085
```
Positions in Å, forces in eV/Å.